{"formula": "C44H116N8O15", "method": "ωB97M-V/def2-TZVPD", "symbols": ["C", "O", "C", "C", "N", "C", "C", "O", "C", "H", "H", "H", "H", "H", "H", "H", "H", "H", "H", "H", "H", "H", "H", "H", "C", "O", "C", "C", "N", "C", "C", "O", "C", "H", "H", "H", "H", "H", "H", "H", "H", "H", "H", "H", "H", "H", "H", "H", "C", "O", "C", "C", "N", "C", "C", "O", "C", "H", "H", "H", "H", "H", "H", "H", "H", "H", "H", "H", "H", "H", "H", "H", "C", "O", "C", "C", "N", "C", "C", "O", "C", "H", "H", "H", "H", "H", "H", "H", "H", "H", "H", "H", "H", "H", "H", "H", "C", "O", "C", "C", "N", "C", "C", "O", "C", "H", "H", "H", "H", "H", "H", "H", "H", "H", "H", "H", "H", "H", "H", "H", "C", "O", "H", "H", "H", "H", "C", "O", "H", "H", "H", "H", "C", "C", "C", "O", "C", "N", "H", "H", "H", "H", "H", "H", "H", "H", "H", "H", "H", "C", "C", "C", "O", "C", "N", "H", "H", "H", "H", "H", "H", "H", "H", "H", "H", "H", "C", "C", "C", "O", "C", "N", "H", "H", "H", "H", "H", "H", "H", "H", "H", "H", "H"], "positions_angstrom": [[-4.20185, 0.28617, 0.89122], [-4.10958, 1.55881, 0.37295], [-2.76144, 1.85033, 0.06936], [-2.73828, 3.26633, -0.65021], [-3.06436, 4.30915, 0.33214], [-3.21247, 5.65929, -0.28310], [-3.77019, 6.67408, 0.71560], [-4.95338, 6.17417, 1.14530], [-5.71323, 6.99717, 2.01140], [-3.41932, 0.01508, 1.59992], [-4.27802, -0.36617, 0.02131], [-5.09289, 0.15975, 1.50617], [-2.26839, 1.12223, -0.57474], [-2.14177, 2.03226, 0.94743], [-3.40615, 3.33814, -1.50864], [-1.75064, 3.60461, -0.96362], [-3.98139, 3.97756, 0.59522], [-3.96569, 5.68394, -1.07059], [-2.26218, 5.95137, -0.73002], [-4.08569, 7.59187, 0.21939], [-3.04496, 6.83833, 1.51257], [-6.46732, 6.53656, 2.64959], [-6.17684, 7.78042, 1.41166], [-5.07131, 7.50970, 2.72788], [4.38088, -1.28392, 3.03312], [3.00361, -0.92200, 3.29755], [2.42846, 0.07463, 2.51296], [0.92697, 0.14617, 2.77181], [0.29094, -1.15683, 2.53306], [-0.90590, -1.31571, 3.38439], [-0.68206, -1.75056, 4.79242], [-0.06198, -3.03985, 4.81924], [0.26861, -3.34945, 6.20509], [4.66072, -2.10258, 3.69613], [4.97937, -0.42448, 3.33526], [4.55920, -1.53008, 1.98636], [2.61288, -0.14162, 1.46066], [2.84708, 1.06632, 2.68446], [0.54185, 1.05032, 2.30033], [0.85686, 0.44308, 3.81825], [0.96501, -1.85537, 2.81195], [-1.55208, -2.05936, 2.91799], [-1.51138, -0.40942, 3.39487], [-1.67106, -1.82640, 5.24435], [-0.20090, -0.92622, 5.31877], [-0.61025, -3.25536, 6.84294], [0.99079, -2.59031, 6.50552], [0.65705, -4.36495, 6.28251], [-7.27559, -4.54350, 4.43302], [-5.96933, -4.22315, 3.98818], [-5.91876, -3.85947, 2.58390], [-4.42266, -3.53720, 2.33172], [-4.28832, -3.61359, 0.90695], [-3.11176, -2.96510, 0.47080], [-1.89970, -4.02197, 0.36118], [-2.20958, -5.05685, -0.48126], [-1.13146, -5.66438, -1.18821], [-7.26910, -4.53639, 5.52297], [-7.58034, -5.53713, 4.10449], [-7.99324, -3.91927, 3.90066], [-6.62798, -3.07809, 2.31084], [-6.26812, -4.77832, 2.11298], [-3.64023, -4.17798, 2.73829], [-4.32005, -2.53181, 2.74009], [-3.98065, -4.57359, 0.84487], [-2.84871, -2.10398, 1.08511], [-3.20556, -2.66160, -0.57188], [-1.54717, -4.38522, 1.32652], [-1.04755, -3.48776, -0.05901], [-0.35136, -5.96854, -0.49032], [-0.71014, -5.05075, -1.98447], [-1.54087, -6.53014, -1.70874], [1.46892, -3.30890, -3.90503], [0.15005, -3.27076, -4.48689], [-0.84074, -2.60785, -3.71715], [-2.23345, -2.65914, -4.36539], [-2.26018, -1.90128, -5.63757], [-3.42569, -2.23323, -6.46079], [-4.81225, -1.94903, -5.84868], [-5.69402, -2.35103, -6.89497], [-7.03449, -2.41862, -6.44130], [2.10372, -3.66379, -4.71693], [1.60550, -4.00306, -3.07582], [1.88202, -2.31603, -3.72708], [-0.57699, -1.55806, -3.58883], [-0.91795, -3.02704, -2.71395], [-3.02409, -2.28367, -3.71577], [-2.52411, -3.70086, -4.50114], [-1.41719, -1.99495, -6.18594], [-3.43174, -3.28488, -6.74733], [-3.29138, -1.70157, -7.40281], [-4.85471, -0.88285, -5.62607], [-4.91476, -2.57505, -4.96228], [-7.41300, -1.57266, -5.86755], [-7.31465, -3.34641, -5.94250], [-7.65429, -2.48380, -7.33556], [1.29375, 11.27735, 0.38238], [0.91916, 9.89430, 0.29389], [0.93362, 9.41477, -1.02070], [0.44498, 7.94888, -1.06357], [1.37073, 7.00026, -0.38693], [0.96107, 5.63735, -0.34044], [1.11120, 5.08545, -1.76773], [0.86281, 3.67053, -1.78413], [0.75356, 3.02192, -3.09284], [1.26989, 11.64564, 1.40800], [0.60596, 11.93565, -0.14835], [2.28656, 11.42180, -0.04373], [1.94573, 9.47520, -1.42083], [0.20828, 9.96929, -1.61608], [0.41571, 7.56124, -2.08189], [-0.57773, 7.87210, -0.69441], [1.45218, 7.32716, 0.56523], [-0.03397, 5.51483, 0.08734], [1.68387, 5.12878, 0.29753], [2.11394, 5.27749, -2.14947], [0.44798, 5.64613, -2.42643], [0.27147, 3.60206, -3.87968], [0.38910, 1.99672, -3.02772], [1.78949, 2.96492, -3.42704], [-2.96127, 0.65866, -3.39005], [-2.07723, 0.68405, -4.50413], [-2.57138, 0.04305, -2.57942], [-3.05533, 1.64249, -2.93034], [-3.90582, 0.28982, -3.78990], [-2.17309, -0.15368, -4.96308], [0.36299, -0.14463, -0.90003], [-0.34172, -1.07247, -0.15532], [0.57368, 0.63251, -0.16534], [1.26986, -0.56874, -1.33109], [-0.28553, 0.19598, -1.70719], [-0.16260, -0.99509, 0.78464], [5.32549, 4.18732, 3.79162], [5.45609, 3.17244, 2.68488], [4.40975, 3.40192, 1.52665], [4.38731, 2.34333, 0.50862], [3.24292, 2.49046, -0.29565], [6.78819, 3.39480, 2.11618], [5.55225, 5.20634, 3.47812], [5.93968, 4.01580, 4.67561], [4.28864, 4.19997, 4.12761], [5.49975, 2.13321, 3.01075], [4.66905, 4.31488, 0.99058], [3.41000, 3.55409, 1.93340], [3.14553, 3.41326, -0.86754], [2.46351, 2.33131, 0.44953], [3.10274, 1.66859, -0.99779], [6.80762, 2.82120, 1.28509], [6.77455, 4.36093, 1.82207], [2.46971, -7.76871, 0.80543], [3.41759, -7.04976, 1.86029], [2.60265, -5.93506, 2.58226], [2.22220, -4.98445, 1.64512], [1.46980, -3.95198, 2.20110], [4.05668, -7.96094, 2.79171], [1.76429, -8.30558, 1.43966], [2.98398, -8.50359, 0.18610], [1.92755, -7.09056, 0.14644], [4.23100, -6.63049, 1.26812], [3.25757, -5.44917, 3.30551], [1.72306, -6.36161, 3.06441], [1.19013, -3.24912, 1.41632], [2.02227, -3.47748, 3.01211], [0.51508, -4.22276, 2.65198], [4.36671, -7.53067, 3.65128], [3.43051, -8.67539, 3.13459], [5.98120, 0.19210, -1.78218], [6.21620, -1.31514, -1.61857], [5.36164, -2.20961, -2.56292], [3.96489, -2.08488, -2.36867], [3.49736, -2.44061, -1.09248], [7.61975, -1.64591, -1.71006], [6.57136, 0.90888, -1.21118], [4.92966, 0.31141, -1.52119], [6.04852, 0.49219, -2.82789], [5.91250, -1.61806, -0.61652], [5.59937, -3.27337, -2.56412], [5.60431, -1.87733, -3.57228], [2.44641, -2.72336, -1.15311], [3.60500, -1.63526, -0.36589], [3.94575, -3.35448, -0.70275], [7.74652, -2.52290, -2.19473], [8.18988, -1.69527, -0.87783]], "atomic_forces_ev_per_a": [[-1.0, -1.1, 0.2], [0.8, 1.3, 0.2], [0.3, 2.8, -1.5], [0.9, 0.2, 0.8], [-0.9, 0.2, -0.3], [-0.6, -0.7, 0.3], [1.2, 0.4, -0.9], [-2.7, -2.2, 1.9], [0.8, 1.1, -0.1], [0.6, 0.0, -0.3], [0.3, -0.8, 0.4], [-0.4, 0.3, -0.3], [-0.2, -0.4, 0.0], [-0.1, -0.4, 0.5], [-0.2, -0.4, -0.2], [0.4, -1.0, -0.5], [-0.5, 0.7, 0.8], [0.0, -0.4, -0.5], [0.1, 0.2, 0.2], [1.1, 0.7, -0.4], [0.0, 0.3, 0.3], [0.1, -0.8, -0.7], [-0.3, 0.2, 0.0], [0.4, 0.1, 0.1], [-0.9, 1.1, 0.5], [0.5, -1.2, 0.6], [-0.2, 0.3, -1.0], [1.4, -0.1, 1.2], [-0.7, 1.5, 0.5], [-0.4, -0.6, -1.2], [-0.5, -0.3, -0.1], [0.1, 0.6, 1.3], [-0.1, 0.5, -1.1], [-0.3, -0.1, -0.2], [0.4, 0.1, -0.3], [-0.1, 0.0, -0.1], [0.0, -0.1, -0.4], [0.3, 0.2, 0.3], [-0.5, -0.5, -0.9], [-0.1, -0.2, 0.5], [0.1, 0.0, 0.0], [0.0, -0.2, -0.2], [0.2, 0.3, -0.1], [-0.2, -0.1, 0.2], [0.9, -0.4, 0.4], [-0.2, -0.1, 0.0], [0.3, -0.3, 0.4], [0.1, 0.2, -0.2], [0.5, -0.3, -0.9], [-0.4, 0.8, 0.0], [1.1, -2.2, 2.2], [-2.0, 0.6, 0.1], [-0.2, -0.4, -0.1], [2.8, -1.0, -1.6], [0.7, 2.6, 0.5], [-1.0, -1.3, -1.3], [-0.5, -0.1, 0.3], [-0.3, 0.4, -0.2], [0.2, -0.5, 0.0], [-0.3, 0.6, 0.7], [0.3, 0.5, 0.1], [0.3, 0.0, -0.9], [-0.6, -0.2, 1.1], [0.5, 0.2, -0.2], [-1.0, -0.6, -0.9], [0.2, -0.1, -0.1], [-0.2, 0.4, 0.0], [-0.2, -0.2, 0.5], [0.1, 0.5, 0.1], [0.2, -0.1, 0.0], [0.1, 0.5, 0.2], [0.0, -0.1, 0.3], [-0.2, 0.3, -1.5], [0.0, -0.2, 0.3], [-0.4, 0.4, 0.3], [1.0, -0.3, -0.8], [-1.0, 0.0, 0.8], [0.4, -0.1, -0.3], [1.6, -0.4, -1.3], [-0.5, 0.5, 1.3], [-0.9, -0.5, -1.2], [0.0, -0.3, 0.0], [-0.4, 0.2, 0.3], [-0.4, 0.1, 0.6], [0.2, 0.3, 0.0], [0.0, -0.2, 0.2], [0.4, 0.4, 0.3], [0.1, -0.4, -0.3], [0.1, -0.3, 0.2], [0.0, -0.4, 0.1], [-0.4, 0.3, 0.0], [-0.5, 0.1, 0.2], [-0.4, 0.1, 0.2], [0.5, 0.2, 0.2], [0.6, -0.2, 0.6], [0.0, 0.3, -0.2], [-0.2, -0.4, -0.3], [0.0, 0.8, 1.0], [-0.6, -1.2, -0.2], [1.0, -0.7, 0.1], [0.0, 2.3, 0.5], [0.5, -0.8, -0.9], [-0.4, -1.1, 0.0], [-1.3, -0.1, -0.6], [1.8, 1.0, 0.7], [0.1, -0.6, 0.1], [-0.2, -0.2, -0.4], [0.2, 0.0, 0.1], [0.1, 0.1, -0.3], [0.2, 0.3, -0.4], [-0.1, 0.7, -0.3], [-0.3, 0.1, 0.3], [0.3, 0.1, 0.2], [-0.4, -0.4, -0.2], [-0.1, -0.3, 0.1], [0.3, 0.1, 0.2], [-0.4, -0.4, -0.2], [-0.7, 0.1, 0.4], [-0.4, 0.4, 0.4], [0.3, -0.3, -0.3], [0.4, -0.1, -0.6], [0.4, 1.3, 0.9], [-0.1, -0.5, 0.0], [-0.2, 0.2, -0.5], [-0.4, 0.1, 0.7], [0.0, -0.8, -0.5], [-0.1, 0.4, 0.6], [-1.3, -1.7, -0.7], [0.5, 0.8, -0.8], [0.3, 0.1, -0.1], [0.1, 0.4, -0.1], [0.4, -0.2, 0.7], [-1.3, 0.0, 0.7], [0.7, 0.4, -1.7], [0.1, -0.9, 0.0], [1.3, 0.8, 1.1], [-0.8, -0.8, 0.8], [0.1, -0.4, 0.0], [0.0, 0.0, -0.4], [0.2, -0.4, -0.3], [-0.1, 0.1, 0.2], [-0.7, 0.0, 0.3], [0.1, 0.3, 0.2], [-0.3, -0.3, 0.1], [0.2, 0.2, 0.4], [-1.0, 0.6, -0.5], [0.6, -0.1, 0.0], [0.5, 0.0, -0.4], [0.4, 0.2, -0.3], [0.7, -0.1, 1.6], [-1.0, 0.3, -1.1], [1.1, -0.7, -0.8], [-0.4, 0.1, -0.8], [-0.3, 0.5, 0.0], [-0.3, -0.9, 0.2], [-0.4, -0.2, -0.3], [0.2, 0.1, 0.1], [0.2, 0.2, 0.3], [-0.1, 0.6, 0.1], [0.1, 0.0, 0.5], [-0.1, -0.2, 0.3], [0.4, 0.0, -0.1], [0.3, 0.4, 0.0], [-0.1, -0.7, 0.1], [0.3, 0.6, -0.2], [-0.3, -0.3, -0.3], [-1.3, -0.6, -0.6], [0.3, -0.3, 1.4], [0.3, 1.0, -0.2], [0.1, 0.4, -0.3], [-0.3, -0.5, 0.2], [0.9, -0.6, -1.4], [0.2, -0.6, 0.3], [-0.1, 0.5, 0.1], [0.2, -0.1, -0.2], [-0.4, 0.3, 0.4], [0.5, -0.2, 0.6], [-0.4, 0.1, -0.3], [-0.2, 0.4, -0.3], [0.1, 0.1, 0.1], [0.6, 0.0, 0.1], [0.2, -0.1, -0.1], [-0.5, 0.3, 0.2]], "multiplicity": 1, "gap_ha": 0.3400, "smiles": "COC[C@H](C)N.COC[C@H](C)N.COC[C@H](C)N.COCCNCCOC.COCCNCCOC.COCCNCCOC.COCCNCCOC.COCCNCCOC.CO.CO", "e_homo_ev": -8.7}